1.
94
Properties=species:S:1:pos:R:3:forces:R:3:mulliken_charge:R:1 method="wB97M-V/def2-TZVPD" orbital_gap_ev=4.7 max_force_ha_per_bohr=0.081 total_charge=+2 e_lumo_ev=-7.031
C 10.8873 9.9062 19.0270 -0.79 0.40 -1.13 -1.18
C 15.3521 9.5480 9.4825 1.24 0.28 -0.80 -1.74
H 13.2290 14.8044 18.5088 0.45 -0.65 0.42 0.48
H 16.0412 11.1180 13.7414 -0.53 -0.28 0.07 0.77
C 14.0935 13.7847 13.6010 -2.37 -0.87 1.03 -0.47
C 11.6475 13.8377 16.5121 1.11 -0.16 -0.62 1.07
C 11.0389 17.2393 19.0669 -0.96 0.64 0.40 -0.27
H 6.3176 13.2137 6.8350 -0.44 0.17 0.21 0.41
Br 9.8660 16.1994 15.2124 0.03 -0.23 0.88 -0.13
C 14.9920 13.9017 12.5949 1.40 1.10 -0.63 -0.90
C 16.5055 10.2081 16.8354 -2.29 0.96 1.19 -1.03
H 16.0905 10.3296 9.2414 -0.31 -0.11 -0.26 0.43
C 12.5644 13.0101 12.0848 0.95 0.20 0.69 0.55
C 9.9244 8.8635 13.8092 0.52 -1.99 -0.34 -0.22
H 10.7823 11.5448 7.7956 0.22 -0.08 0.12 0.46
H 11.7700 7.6003 11.3720 -0.32 0.43 0.24 0.58
H 9.2032 17.5070 17.8608 1.04 -0.04 -0.01 0.40
H 17.0419 11.5485 19.8862 -0.62 0.00 0.60 0.40
C 12.3401 15.3845 18.4137 0.50 -1.24 -0.74 -0.20
C 14.7821 11.4212 18.2094 0.78 -2.01 -3.57 -1.33
H 15.9815 14.3782 12.7602 -0.73 -0.60 0.05 0.39
C 15.3033 10.6255 13.1055 -1.42 0.07 -0.01 -0.40
H 14.2417 14.1040 14.6202 0.36 -0.14 0.01 0.76
N 8.9831 11.7299 14.9563 0.21 0.63 -0.69 1.32
C 10.8189 12.4462 10.4504 -0.68 0.05 0.71 -0.44
H 13.2270 13.0948 10.0628 -0.31 -0.33 -2.02 0.70
N 11.0155 9.6110 13.8518 0.56 1.23 -0.91 0.10
Zr 11.4866 11.8038 14.8409 1.07 -0.61 0.80 -0.68
H 9.3615 7.0680 12.6172 0.00 -0.15 -0.15 0.48
H 15.8129 9.3820 15.0045 -0.24 0.23 0.41 0.79
C 11.2404 12.5772 11.7927 -3.11 -1.71 -1.27 0.90
H 16.0009 8.6210 9.4922 -1.24 0.64 -0.25 0.33
N 11.4289 10.4217 16.8558 1.31 -0.50 1.31 -0.08
H 8.6459 12.0829 16.9847 0.40 -0.63 0.01 0.53
H 14.5400 9.6024 8.7333 0.67 -0.59 0.18 0.37
O 10.5580 13.2144 16.2811 0.86 -0.38 -0.41 -0.24
C 10.0694 7.8492 12.8123 -0.49 1.41 0.15 -1.62
H 9.1440 8.8992 14.5658 0.28 0.29 -0.20 0.39
H 7.1060 13.1969 9.2327 -0.78 0.29 0.70 0.52
C 7.2653 12.8234 7.1457 1.57 -0.50 -0.36 -0.50
C 8.2517 11.6616 16.0672 0.32 0.42 -0.30 -0.58
C 12.1430 10.4840 19.0027 0.11 -0.28 -0.32 -0.05
H 12.7394 10.5447 19.8954 0.58 0.47 -0.31 0.45
H 17.3589 12.6485 18.5448 0.13 -1.19 0.34 0.28
C 13.4900 13.2203 11.0490 0.45 0.28 2.62 -0.70
H 10.1592 9.8666 19.8520 0.95 -0.67 -0.33 0.38
C 14.2357 10.5097 15.9482 0.72 0.85 0.30 -0.27
O 12.7328 13.3509 15.9796 -2.16 0.37 1.29 -0.26
N 14.7060 13.6053 11.3241 0.42 0.18 -0.27 -0.49
N 11.8101 9.2118 12.7966 -0.62 -0.08 0.30 0.32
C 9.2727 11.9939 6.3746 -0.50 0.41 1.27 -0.49
C 7.6950 12.7740 8.4653 1.17 -0.86 -0.14 -0.55
H 9.8305 11.7338 5.5009 0.60 -0.25 -0.18 0.42
H 12.8290 9.2592 10.3849 0.54 0.29 0.89 0.33
C 6.9454 11.2634 15.9707 -1.33 -0.51 -0.68 -0.57
C 9.0692 11.9522 12.5968 2.13 0.59 -2.95 0.47
C 9.4395 12.2645 10.1696 0.87 -0.73 2.11 0.78
C 13.5350 9.6183 11.1731 -1.09 -0.36 -0.29 -0.78
H 7.5412 11.6799 11.0124 0.28 0.48 0.40 0.54
C 13.8179 11.0576 17.2138 1.44 -1.15 0.73 1.18
C 16.1087 11.0268 17.9643 0.89 -0.12 -0.25 0.63
C 11.2231 8.1678 12.1263 0.47 -0.24 1.28 -0.01
H 9.6127 9.4027 17.2306 0.29 0.07 0.18 0.44
H 14.4775 12.0165 19.0152 -0.20 0.47 1.30 0.58
C 11.5246 15.0624 17.3326 0.09 1.83 -0.56 -0.08
H 11.5498 12.4693 9.6291 -0.71 0.33 0.52 0.01
H 6.6391 10.7423 12.7769 0.02 0.13 0.15 0.49
C 8.9772 12.2307 8.8082 -1.21 1.23 -3.24 0.29
C 15.7010 10.3021 11.8413 -1.24 -0.08 -0.65 -1.35
N 12.5363 10.7542 17.7164 -3.57 -0.15 -0.06 0.89
C 17.2080 11.5592 18.8269 0.83 1.32 -0.29 -1.59
H 18.1593 11.0237 18.7302 -0.22 0.16 -0.43 0.38
C 7.0951 11.0376 13.7197 -1.06 0.77 -0.24 -0.46
N 8.0527 12.4210 6.1240 -1.02 0.33 0.27 -0.54
H 12.8979 16.6241 19.9977 -0.17 0.28 0.12 0.43
N 10.3916 12.2338 12.8246 0.68 0.87 -0.73 0.52
C 12.1459 16.4530 19.2413 0.61 -0.08 0.05 -0.76
H 10.9104 18.0916 19.7575 -0.44 -0.63 -0.50 0.39
H 17.5055 9.8285 16.6629 -0.03 0.15 0.43 0.42
H 16.6870 10.4523 11.5230 1.48 0.37 -0.08 0.44
C 13.1065 9.7645 12.5054 0.11 0.76 1.26 0.16
C 10.1629 16.9705 18.0035 0.27 0.54 -1.06 -0.68
C 9.7809 11.9260 7.6803 -0.21 -0.52 0.58 -0.51
H 6.3289 11.1133 16.8324 -0.22 0.32 0.48 0.48
C 8.3455 11.6037 13.7739 0.24 -1.27 1.21 -0.29
C 13.9259 10.3673 13.5299 1.41 -0.74 -1.61 0.79
N 13.4945 10.7136 14.8001 -2.95 0.22 0.20 1.18
C 15.5289 9.9593 15.8906 0.55 -0.05 -0.35 -1.09
C 14.8283 9.8552 10.8212 0.38 -0.27 1.41 0.58
C 10.5910 16.0706 17.0018 -1.18 -0.76 0.80 -0.02
N 6.3593 10.9406 14.8066 0.29 -0.75 0.87 -0.56
C 8.5495 12.0190 11.2706 1.21 -0.40 0.22 -1.15
N 12.8439 13.2361 13.3743 1.30 0.30 -0.87 0.24
C 10.5396 9.7672 17.6696 0.39 2.14 -0.67 -0.36

---

2.
61
Properties=species:S:1:pos:R:3:forces:R:3:mulliken_charge:R:1 method="wB97M-V/def2-TZVPD" orbital_gap_ev="4.7 / 4.7" max_force_ha_per_bohr=0.032 total_charge=+2 e_lumo_ev="-8.208 / -8.202" e_above_lowest_kj_mol=63.7
H -2.5910 -3.2798 2.8809 0.01 -0.02 0.06 0.51
H 3.1628 -2.4243 3.2768 0.07 -0.04 0.12 0.47
C 1.0952 -2.5939 0.0089 0.11 -0.03 0.08 0.06
H 2.2197 -4.3556 -0.4133 0.02 -0.15 -0.08 0.46
H 3.0645 3.7495 -5.1868 0.31 0.07 0.13 0.36
C 1.6835 2.0811 1.5353 0.02 0.05 0.06 -1.15
H -6.3191 -1.8159 0.4571 -0.09 -0.02 -0.01 0.43
C 3.5991 2.0459 -4.1309 -0.47 -0.78 0.50 -0.65
C 2.3213 2.0396 -3.2652 0.11 0.10 -0.14 -0.60
C -0.2793 2.4345 4.7607 -0.04 -0.01 -0.05 -0.74
H 2.5072 2.6144 -2.3547 -0.01 0.17 -0.03 0.34
H 1.2654 2.5685 0.6509 0.05 0.02 -0.06 0.17
H 2.0828 1.1101 1.2357 0.12 0.00 -0.07 0.24
C 2.0515 -3.5610 0.2968 -0.02 0.04 -0.08 -0.80
C 2.7848 -3.5183 1.4703 0.02 0.07 0.01 -0.77
C -1.3878 1.6466 4.5038 -0.06 0.08 0.09 -0.85
H 1.4923 -0.6977 2.8040 -0.05 -0.02 0.05 0.41
N 3.8345 3.4503 -4.5713 0.06 0.36 -0.13 -0.27
H -3.1645 0.8273 -0.7211 -0.09 -0.04 0.02 0.45
H -5.5593 0.1794 -0.7836 -0.03 0.06 -0.03 0.52
H -1.3567 -2.0352 2.6296 -0.03 -0.17 0.04 0.16
C -1.4960 0.9846 3.2935 -0.07 -0.17 -0.05 -0.63
H 0.3178 -1.7242 -1.7999 0.06 0.00 -0.02 -0.32
Se -1.2006 2.5833 -3.9215 0.02 -0.59 0.82 -0.30
Te -4.1131 -0.3513 -4.3698 1.24 0.35 1.04 0.30
C 0.8889 -1.5773 0.9355 -0.49 0.46 -0.06 0.86
H -0.7606 -2.8670 -1.0038 -0.12 -0.05 -0.07 0.26
H 3.4817 1.4050 -5.0083 0.09 0.23 0.01 0.38
Sb -0.6051 -0.0741 0.5814 0.03 0.52 -0.02 1.13
H 3.5207 -4.2830 1.6720 0.02 -0.04 0.04 0.41
H 2.5008 2.6874 1.9147 0.11 0.03 -0.03 0.46
H 1.5558 3.2145 3.9942 0.13 0.09 0.04 0.41
C -2.6202 -0.7843 0.5840 0.59 0.00 0.03 0.64
C -3.0393 -1.8959 1.3070 -0.08 -0.14 0.08 0.69
H -1.5198 -3.3839 1.4895 0.12 -0.02 0.07 0.26
H 3.8382 4.0698 -3.7485 0.07 -0.02 -0.31 0.35
N 1.8346 0.7442 -2.8678 0.22 -0.23 -0.27 -0.41
C -3.5170 -0.0442 -0.1727 0.03 0.21 -0.16 -1.11
H -4.7283 -3.1243 1.7813 0.00 -0.07 0.09 0.46
C -4.3820 -2.2575 1.2374 0.09 -0.03 0.02 -0.63
H -0.1823 2.9452 5.7056 -0.01 0.06 0.10 0.40
C -5.2804 -1.5237 0.4849 -0.01 0.08 -0.05 -0.63
H -2.3718 0.3783 3.0842 0.05 -0.01 0.06 0.40
Au -0.4110 1.1861 -1.6708 -0.62 0.06 -0.32 0.43
Te -3.6057 2.3331 -4.1474 0.02 -0.50 -0.28 0.23
C -2.0734 -2.6917 2.1273 0.02 -0.06 0.07 -1.17
Se -2.2152 -1.2265 -3.1980 -0.90 0.35 -0.84 0.03
H 1.4859 0.2147 -3.6590 0.07 -0.10 0.03 0.27
H 1.5001 2.5174 -3.8133 0.21 0.15 0.01 0.14
H 4.7237 3.5689 -5.0731 -0.21 0.02 0.08 0.37
H 0.6394 -3.4641 -1.8931 -0.04 -0.06 -0.09 0.44
H -2.1661 1.5481 5.2421 -0.12 -0.01 0.11 0.46
C 2.5837 -2.4839 2.3694 0.12 0.04 0.01 -0.80
C 0.2859 -2.6670 -1.2451 -0.11 -0.09 -0.10 -0.73
C 0.7059 2.5797 3.7985 0.02 0.00 -0.05 -0.65
C 1.6420 -1.5055 2.0977 -0.08 0.02 0.11 -0.42
H 2.5254 0.1975 -2.3659 -0.12 -0.05 0.06 0.21
C -4.8507 -0.4079 -0.2163 -0.14 0.04 -0.04 -0.79
C 0.6224 1.9169 2.5819 0.00 -0.04 -0.01 0.54
C -0.4804 1.0963 2.3551 -0.17 -0.34 -0.38 0.94
H 4.4591 1.7007 -3.5490 -0.04 0.18 -0.20 0.38

---

3.
28
Properties=species:S:1:pos:R:3:forces:R:3:mulliken_charge:R:1 method="wB97M-V/def2-TZVPD" orbital_gap_ev=10.2 max_force_ha_per_bohr=0.035 total_charge=0 e_lumo_ev=1.082 e_above_lowest_kj_mol=106.3
H 0.8135 -0.0401 -1.6521 1.21 -0.52 1.25 0.16
H -0.0067 -0.9799 2.4273 0.03 -0.01 -0.09 0.39
H -0.6363 1.2460 1.4500 -0.09 0.08 0.06 0.26
C 0.2019 1.0958 0.7742 0.44 -1.07 -0.26 -1.59
N 2.0155 -0.7071 2.1872 0.20 -0.01 0.10 -0.60
H -0.4432 1.8760 -2.9634 0.23 0.09 0.11 0.27
H 0.1066 1.7324 -0.0979 -0.25 -0.04 -0.19 0.39
H 1.4531 -1.5905 -1.0815 0.11 -0.22 0.08 0.38
H 1.1201 1.3871 1.2706 0.08 0.13 0.27 0.45
H 0.8908 -3.2482 2.3671 0.05 -0.07 0.02 0.43
H 2.2114 -1.1396 3.0828 0.09 0.02 -0.07 0.27
C 1.3180 -0.5606 -0.7626 -0.95 0.48 -1.24 -1.39
C -2.4504 2.4233 -1.1621 0.05 -0.10 0.11 -1.14
H -1.7936 3.2428 -1.4442 0.04 0.08 0.01 0.32
H 1.5489 -3.0066 0.7443 0.08 -0.04 -0.05 0.32
H 2.2870 -0.1285 -0.5201 0.07 0.18 -0.24 0.34
H -0.6210 -0.7936 0.0714 -0.03 -0.06 0.03 0.19
H -2.6207 0.2756 -1.5313 -0.06 -0.17 -0.11 0.32
H -0.1981 -3.0421 0.9944 -0.11 -0.09 -0.05 0.34
H -0.8698 0.1100 -3.2217 0.28 -0.30 0.23 0.38
H -3.4697 2.6725 -1.4611 -0.03 0.02 -0.04 0.37
H -2.4574 2.3271 -0.0769 0.03 0.08 0.10 0.24
C -2.0264 1.1408 -1.7971 0.50 0.01 -0.34 0.28
H 2.7715 -0.9544 1.5569 0.03 -0.04 0.10 0.22
C 0.3552 -0.4222 0.3965 -0.37 1.13 0.63 0.74
C -0.9982 1.0077 -2.6385 -1.33 0.35 -0.29 -1.01
C 0.7493 -1.2031 1.6634 -0.21 -0.28 -0.25 0.18
C 0.7486 -2.7206 1.4243 -0.10 0.35 0.13 -1.50

---

4.
7
Properties=species:S:1:pos:R:3:forces:R:3:mulliken_charge:R:1 method="wB97M-V/def2-TZVPD" orbital_gap_ev=9.3 max_force_ha_per_bohr=0.090 total_charge=0 e_lumo_ev=0.028 e_above_lowest_kj_mol=315.6
H -0.0089 1.9330 0.4406 -2.20 -3.16 -2.53 0.37
N -0.4734 1.0374 -0.1772 -0.16 3.05 2.63 -0.16
N -1.8372 -0.5903 0.0820 -0.31 -1.51 -0.06 0.08
C 0.3137 -0.0947 -0.1180 1.64 3.01 0.67 0.35
N -1.8357 0.6096 0.0742 2.56 1.66 -0.29 -0.14
S 1.9227 -0.0021 0.0483 0.88 -0.34 -0.27 -0.35
O -0.4514 -1.0909 -0.0449 -2.42 -2.72 -0.17 -0.15